[1]
# C6H15NO2

A cluster of 2 separate species, C6H15NO2 in total (ωB97M-V with the def2-TZVPD basis set, the Open Molecules 2025 dataset).

**Net charge**: 0
**Energy above the lowest of the compared OMol25 structures with the same formula, charge and spin**: 228.2 kJ/mol
**SMILES string**: CCCCNC(C)=O.O
**2S+1**: 1
**Gap between HOMO and LUMO**: 9.867 eV

Each atom is followed by the atoms it is bonded to, with distances in Å.
Positions of all 24 atoms, in Å:
1 O -2.1272 -0.5307 -2.3874  C2 1.235
2 C -0.9465 -0.3112 -2.0976  O1 1.235, N3 1.360, C8 1.461
3 N -0.7039 0.7143 -1.2375  C2 1.360, C4 1.462, H9 0.990
4 C 0.3780 0.9273 -0.2768  N3 1.462, C5 1.655, H10 1.116, H11 1.058
5 C 0.3027 0.0253 1.1082  C4 1.655, C6 1.507, H12 1.093, H13 1.072
6 C -0.5497 0.7419 2.1236  C5 1.507, C7 1.442, H14 1.170, H15 1.100
7 C -1.9578 0.4972 1.9294  C6 1.442, H16 1.167, H17 1.151, H18 1.079
8 C 0.1982 -1.0773 -2.5837  C2 1.461, H19 1.151, H20 1.121, H21 1.075
9 H -1.4313 1.3820 -1.1732  N3 0.990
10 H 0.2439 2.0102 -0.0439  C4 1.116
11 H 1.2297 0.7620 -0.8825  C4 1.058
12 H 1.3242 -0.1387 1.4607  C5 1.093
13 H -0.1496 -0.9024 0.8195  C5 1.072
14 H -0.3008 1.8839 2.1800  C6 1.170
15 H -0.1137 0.6574 3.1303  C6 1.100
16 H -2.3958 0.9907 0.9675  C7 1.167
17 H -2.4677 0.9033 2.8777  C7 1.151
18 H -2.3996 -0.4872 1.9525  C7 1.079
19 H -0.0408 -2.1817 -2.8047  C8 1.151
20 H 1.1235 -1.1471 -1.9549  C8 1.121
21 H 0.5508 -0.6110 -3.4857  C8 1.075
22 H 3.1177 -0.7406 0.5644  O24 0.958
23 H 3.4985 -1.8478 -0.5025  O24 0.890
24 O 3.6172 -1.5199 0.3165  H22 0.958, H23 0.890

[2]
# C6H15NO2

A cluster of 2 separate species, C6H15NO2 in total (ωB97M-V with the def2-TZVPD basis set, the Open Molecules 2025 dataset).

**Net charge**: 0
**Energy above the lowest of the compared OMol25 structures with the same formula, charge and spin**: 573.1 kJ/mol
**2S+1**: 1
**Gap between HOMO and LUMO (spin up / spin down)**: 9.629 / 6.727 eV

Each atom is followed by the atoms it is bonded to, with distances in Å.
Positions of all 24 atoms, in Å:
1 C 0.9006 -1.3468 0.1556  C3 1.654, N4 1.436, O6 1.361, H8 1.097
2 C 1.2793 0.7910 -1.2307  C3 1.532, H11 1.090, H12 1.089, H13 1.089
3 C 0.9056 0.3072 0.1738  C1 1.654, C2 1.532, C5 1.447, O18 1.443
4 N 0.6074 -1.7720 1.4955  C1 1.436, H9 1.013, H10 1.012
5 C 1.7804 0.7273 1.2473  C3 1.447, H14 1.078, H15 1.080
6 O 0.0907 -1.8459 -0.8183  C1 1.361, H7 1.098
7 H -0.9280 -1.4398 -0.7661  O6 1.098
8 H 1.9365 -1.6155 -0.0879  C1 1.097
9 H -0.2625 -1.3732 1.8276  N4 1.013
10 H 0.6503 -2.7786 1.5941  N4 1.012
11 H 1.3122 1.8793 -1.2812  C2 1.090
12 H 0.5693 0.3998 -1.9581  C2 1.089
13 H 2.2731 0.4223 -1.4814  C2 1.089
14 H 2.6085 0.1208 1.5766  C5 1.078
15 H 1.5299 1.5920 1.8446  C5 1.080
16 C -2.4537 -0.8790 -0.8426  H20 1.082, H21 1.083, H22 1.085
17 C -0.9551 1.9143 0.2163  O18 1.418, H19 1.093, H23 1.096, H24 1.089
18 O -0.4483 0.6335 0.5512  C3 1.443, C17 1.418
19 H -1.0479 2.0516 -0.8640  C17 1.093
20 H -2.8163 -0.6584 0.1524  C16 1.082
21 H -2.4091 -0.0234 -1.5045  C16 1.083
22 H -2.8459 -1.7889 -1.2848  C16 1.085
23 H -0.3274 2.7123 0.6292  C17 1.096
24 H -1.9496 1.9703 0.6555  C17 1.089